# 1
The following is a DFT calculation (wB97M-V/def2-TZVPD) of a molecular structure, C11H21BaN4O13P3 in a non-equilibrium geometry.

Structure (XYZ):
```
53
C11H21BaN4O13P3 (wB97M-V/def2-TZVPD)
Ba 0.0006 0.2658 0.3432
O -4.0615 -1.1416 5.0525
C -3.0742 -0.8605 4.1830
C -2.4313 -1.8556 3.4391
C -1.4234 -1.4690 2.5723
N -1.0399 -0.2058 2.4318
C -1.7099 0.7508 3.0593
C -2.7173 0.4725 3.9720
C -1.4606 2.1554 2.4577
O -1.6485 3.1462 3.1356
O -1.1649 2.0836 1.2303
C -0.8483 -2.2766 1.4581
O -1.5977 -3.2347 1.0156
O 0.1902 -1.9232 0.9239
H -4.2785 -2.0836 5.0451
H -2.7236 -2.8934 3.5200
H -3.2516 1.2644 4.4740
N 3.8678 0.0285 0.1555
C 3.3575 0.9502 -0.8859
C 4.4739 1.6088 -1.6546
P 2.2374 -0.1777 -1.8634
O 2.5161 0.1480 -3.4211
O 2.7387 -1.5419 -1.5218
O 0.8224 0.1830 -1.6187
P 2.1930 2.0629 0.0151
O 3.2483 3.1534 0.5824
O 1.1463 2.7276 -0.7945
O 1.7920 1.1555 1.1574
H 3.6890 -0.9352 -0.2520
H 3.1814 0.2007 0.9428
H 4.8313 0.1938 0.4412
H 5.1107 0.8609 -2.1358
H 5.0837 2.2346 -0.9990
H 4.0432 2.2507 -2.4216
H 3.1991 -0.4217 -3.7719
H 2.7354 3.8724 0.9521
N -1.5463 -3.2667 -1.5900
C -0.9429 -2.0532 -2.1362
P -2.1413 -0.7080 -1.6581
O -3.4695 -1.1486 -2.1373
O -2.0129 -0.3449 -0.1982
C -1.6660 0.8783 -2.5922
N -1.5139 1.9797 -1.6245
H -1.4391 -3.3777 -0.0136
H -1.2440 -4.0867 -2.1089
H -2.5546 -3.1583 -1.7176
H -0.9130 -2.0653 -3.2333
H 0.0653 -1.9443 -1.7525
H -2.5047 1.0710 -3.2655
H -0.7555 0.7487 -3.1749
H -1.9262 2.8644 -1.9155
H -0.5159 2.1663 -1.3810
H -1.9463 1.6963 -0.7202
```

Results
Frontier orbital gap: 8.5 eV
Net charge: 0

=====

# 2
The following is a DFT calculation (wB97M-V/def2-TZVPD) of 10 unconnected molecules or ions with the total composition C34H96N8O10 in a non-equilibrium geometry.

Structure (XYZ):
```
148
C34H96N8O10 (wB97M-V/def2-TZVPD)
C -2.9619 0.8361 2.7791
O -2.9459 -0.4417 2.1831
H -3.3331 0.7798 3.8025
H -1.9519 1.2503 2.8650
H -3.5842 1.5640 2.2528
H -2.7564 -0.4237 1.2039
C 4.0721 -2.7611 -1.2215
O 3.1175 -2.9125 -0.1749
H 3.4913 -2.2734 -2.0126
H 4.9254 -2.1197 -0.9995
H 4.3222 -3.7424 -1.6284
H 3.2969 -3.7505 0.2593
C -1.6254 -1.1404 5.9328
C -0.6080 -0.8481 4.8022
C 0.7819 -1.1753 5.3771
O 1.1152 -0.2475 6.4061
C 2.4754 -0.2399 6.7382
N -0.9494 -1.8120 3.7463
H -1.4739 -2.1443 6.3245
H -2.6459 -0.9828 5.5847
H -1.4700 -0.4810 6.7930
H -0.5482 0.1909 4.4619
H 1.5385 -1.1673 4.5839
H 0.7646 -2.1921 5.7832
H 3.1380 -0.2153 5.8648
H 2.7499 -1.1389 7.3030
H 2.6920 0.6301 7.3571
H -0.2377 -1.6594 3.0316
H -1.7939 -1.4077 3.3232
C -3.3503 -2.7374 -4.8170
C -2.9549 -3.3348 -6.1557
C -3.1572 -4.8433 -6.2361
O -2.6745 -5.3450 -7.4684
C -2.6830 -6.7329 -7.6115
N -3.7246 -2.6869 -7.2279
H -4.3983 -2.9188 -4.5697
H -3.1989 -1.6576 -4.8555
H -2.7735 -3.1096 -3.9674
H -1.9036 -3.1739 -6.4045
H -4.2149 -5.1228 -6.1665
H -2.6079 -5.3008 -5.4032
H -1.8887 -7.2603 -7.0740
H -2.5741 -7.0348 -8.6539
H -3.6449 -7.1667 -7.3134
H -4.7043 -2.5466 -7.0021
H -3.7722 -3.3383 -8.0070
C 2.3625 0.7417 0.7818
C 1.0970 0.2435 0.0981
C 1.1913 0.4305 -1.4174
O 0.0378 0.0248 -2.1337
C 0.2740 -0.2846 -3.4899
N 0.9057 -1.1428 0.4748
H 2.4954 1.7827 0.4857
H 3.2327 0.1412 0.5076
H 2.2712 0.6239 1.8604
H 0.2454 0.7911 0.5164
H 2.1048 -0.0819 -1.7496
H 1.4856 1.4656 -1.6442
H -0.7152 -0.4225 -3.9303
H 0.7405 -1.2715 -3.5862
H 0.8435 0.4207 -4.0978
H 0.0898 -1.5709 0.0472
H 1.6847 -1.7164 0.1441
C 2.0645 3.2304 5.0113
C 1.2970 3.3243 6.3140
C 0.9819 4.7659 6.7078
O 2.1684 5.4769 7.0396
C 1.9390 6.8678 6.9601
N 0.0601 2.5536 6.1213
H 3.0981 3.5768 5.0095
H 1.5013 3.7638 4.2398
H 2.1368 2.2146 4.6125
H 1.8134 2.8634 7.1658
H 0.3464 4.7052 7.5972
H 0.4407 5.2112 5.8680
H 2.8320 7.3314 7.3750
H 1.0444 7.1950 7.5009
H 1.7715 7.1550 5.9158
H -0.3306 2.4560 7.0543
H 0.3080 1.6124 5.8342
C 0.5591 -4.9127 -0.0844
C -0.1775 -5.4170 -1.3428
C 0.4026 -4.7427 -2.5524
O -0.3599 -5.0313 -3.7096
C 0.1810 -4.5021 -4.8947
N 0.0461 -6.8792 -1.3993
H 1.6203 -5.1563 -0.0575
H 0.0732 -5.3331 0.7934
H 0.5013 -3.8237 -0.1400
H -1.2266 -5.1903 -1.1329
H 1.4269 -5.1113 -2.7103
H 0.5493 -3.6589 -2.4617
H 1.2064 -4.8541 -5.0584
H 0.2022 -3.4086 -4.9212
H -0.3818 -4.8721 -5.7496
H -0.5835 -7.3865 -0.7916
H -0.2061 -7.1019 -2.3610
C 3.7022 4.4193 -0.9686
C 5.2054 4.3165 -1.2369
C 5.7218 2.8665 -1.1081
O 5.1732 2.2576 0.0287
C 5.8678 2.5473 1.2509
N 5.4839 4.9708 -2.5204
H 3.0444 3.6309 -1.3451
H 3.2317 5.2852 -1.4406
H 3.6061 4.4977 0.1150
H 5.6749 4.8347 -0.3891
H 6.8144 2.8709 -1.1787
H 5.3215 2.3387 -1.9779
H 5.3281 2.0635 2.0614
H 5.9493 3.6209 1.4106
H 6.8260 2.0268 1.1796
H 6.4702 5.2327 -2.5291
H 5.0633 5.8939 -2.4581
C -2.7175 2.9843 -0.3847
C -1.9766 3.4657 -1.6013
C -0.6467 4.1855 -1.2675
O -0.8808 5.3441 -0.4816
C 0.1483 6.2939 -0.4343
N -1.6843 2.3572 -2.5230
H -3.0277 3.8716 0.1687
H -2.0841 2.3484 0.2367
H -3.6001 2.4281 -0.7031
H -2.6160 4.1725 -2.1361
H -0.1069 4.3728 -2.1990
H -0.1124 3.5380 -0.5583
H -0.1275 7.1673 0.1518
H 0.3936 6.6713 -1.4355
H 1.0943 5.8964 -0.0525
H -0.8926 1.7907 -2.2206
H -1.3386 2.6999 -3.4157
C -2.8664 -2.7035 -0.9115
C -3.3098 -1.2584 -1.1827
C -4.7067 -0.9729 -0.7134
O -5.2361 0.2301 -1.2386
C -6.5216 0.4876 -0.7212
N -2.3081 -0.3712 -0.5718
H -2.7922 -2.9179 0.1569
H -2.0102 -3.0125 -1.5090
H -3.6675 -3.3832 -1.2271
H -3.1645 -1.1416 -2.2648
H -4.7242 -0.9151 0.3827
H -5.3932 -1.7976 -0.9444
H -6.6236 0.4614 0.3682
H -7.2034 -0.2436 -1.1671
H -6.9133 1.4728 -0.9745
H -2.5072 0.5603 -0.9333
H -1.3825 -0.5171 -0.9947
```

Results
Frontier orbital gap: 9.1 eV
SMILES: COC[C@H](C)N.COC[C@H](C)N.COC[C@H](C)N.COC[C@H](C)N.COC[C@H](C)N.COC[C@H](C)N.COC[C@H](C)N.COC[C@H](C)N.CO.CO
Net charge: 0

=====

# 3
The following is a DFT calculation (wB97M-V/def2-TZVPD) of C20H27N3O2S2 in the gas phase.

Structure (XYZ):
```
54
C20H27N3O2S2 (wB97M-V/def2-TZVPD)
C -5.7038 -0.6458 1.1227
H -6.0824 -1.5913 0.7375
O -4.4793 -0.4314 0.4646
C -3.7979 0.7279 0.7206
C -4.1725 1.6917 1.6404
C -3.3998 2.8321 1.8129
C -2.2613 3.0242 1.0560
C -1.8799 2.0708 0.1267
C -2.6252 0.9112 -0.0407
N -2.3076 -0.0773 -0.9670
C -1.1656 -0.2369 -1.7106
N 0.0397 -0.1027 -1.1183
C 0.2285 -0.2695 0.3194
C 0.2624 -1.7194 0.6802
C -0.7884 -2.5648 0.8617
C -0.3892 -3.8925 1.1348
C 0.9587 -4.0398 1.1540
S 1.7720 -2.5604 0.8363
H 1.5335 -4.9262 1.3342
H -1.0783 -4.6991 1.3097
H -1.8148 -2.2485 0.8041
H 1.1788 0.2059 0.5698
H -0.5756 0.2220 0.8682
C 1.2393 -0.2549 -1.9189
C 1.7752 1.0908 -2.4128
H 2.6290 0.8967 -3.0627
C 2.1747 2.0335 -1.2743
N 2.9498 1.3682 -0.2395
C 3.0776 2.1805 0.9600
H 2.0830 2.4714 1.3075
C 3.7749 1.3561 2.0435
H 3.9291 1.9540 2.9433
O 5.0488 0.9316 1.6249
C 4.9488 0.1740 0.4418
C 4.2788 0.9714 -0.6776
H 4.1996 0.3435 -1.5648
H 4.8988 1.8528 -0.9198
H 5.9685 -0.0981 0.1651
H 4.3632 -0.7389 0.6322
H 3.1525 0.4806 2.2877
H 3.6651 3.0956 0.7681
H 2.7164 2.8981 -1.6964
H 1.2696 2.4153 -0.7941
H 1.0091 1.5813 -3.0153
H 1.9968 -0.7526 -1.3136
H 1.0064 -0.8818 -2.7844
S -1.3544 -0.6450 -3.3071
H -3.1201 -0.5168 -1.3835
H -1.0103 2.2278 -0.4927
H -1.6711 3.9196 1.1759
H -3.7033 3.5710 2.5382
H -5.0635 1.5654 2.2344
H -6.4225 0.1495 0.9021
H -5.5687 -0.7253 2.2061
```

Results
Frontier orbital gap: 8.4 eV
SMILES: COc1ccccc1NC(=S)N(CCCN1CCOCC1)Cc1cccs1
Net charge: 0

=====

Energy above the lowest of the compared OMol25 structures with the same formula, charge and spin (kJ/mol)
734.92; 80.95; 14.53
HOMO energy (eV)
-8.50; -8.60; -7.78
DFT total energy (eV)
-72892.5091; -69205.2013; -51413.3757